(1)
{
  "formula": "C30H32BrN2O3PdSi",
  "method": "ωB97M-V with the def2-TZVPD basis set",
  "species": ["Pd", "C", "Si", "C", "C", "N", "C", "C", "C", "C", "C", "C", "O", "C", "C", "C", "C", "C", "C", "H", "H", "H", "H", "H", "H", "H", "H", "H", "H", "H", "H", "H", "H", "H", "H", "H", "H", "C", "C", "C", "C", "C", "C", "N", "C", "C", "C", "C", "C", "C", "C", "O", "O", "C", "C", "H", "H", "H", "H", "H", "H", "H", "H", "H", "H", "H", "H", "H", "H", "Br"],
  "xyz": [[-1.35, 0.22, -0.39], [-0.71, -0.53, 3.97], [-1.60, 0.58, 2.71], [-2.99, 1.53, 3.56], [-0.31, 1.85, 2.17], [-2.17, -0.35, 1.35], [-3.06, -1.37, 1.42], [-3.65, -1.79, 2.64], [-4.51, -2.86, 2.73], [-4.87, -3.58, 1.61], [-4.34, -3.20, 0.39], [-3.46, -2.14, 0.29], [-2.99, -1.77, -0.97], [-2.37, -2.71, -1.75], [-1.61, -3.75, -1.21], [-0.95, -4.61, -2.07], [-1.03, -4.45, -3.45], [-1.78, -3.40, -3.97], [-2.46, -2.54, -3.12], [-0.35, 0.08, 4.79], [0.16, -0.99, 3.50], [-1.32, -1.33, 4.39], [-2.60, 2.18, 4.35], [-3.75, 0.89, 4.01], [-3.50, 2.16, 2.83], [0.14, 2.29, 3.06], [-0.76, 2.65, 1.58], [0.50, 1.41, 1.58], [-3.40, -1.25, 3.54], [-4.91, -3.12, 3.71], [-5.56, -4.42, 1.67], [-4.60, -3.73, -0.52], [-1.52, -3.84, -0.14], [-0.34, -5.41, -1.65], [-0.50, -5.12, -4.11], [-1.84, -3.26, -5.04], [-3.04, -1.71, -3.50], [1.99, 5.40, 1.31], [2.75, 4.21, 0.79], [3.91, 3.81, 1.44], [4.59, 2.69, 1.01], [4.13, 1.95, -0.07], [2.98, 2.36, -0.74], [2.44, 1.64, -1.81], [2.88, 0.38, -2.21], [4.18, 0.17, -2.67], [4.59, -1.09, -3.07], [3.72, -2.16, -3.03], [2.42, -1.97, -2.57], [2.00, -0.71, -2.17], [0.61, -0.53, -1.64], [0.14, -1.33, -0.80], [-0.05, 0.49, -2.02], [2.28, 3.50, -0.32], [1.02, 3.90, -1.04], [2.46, 5.78, 2.22], [0.96, 5.15, 1.55], [1.97, 6.22, 0.59], [4.26, 4.37, 2.29], [5.49, 2.36, 1.53], [4.65, 1.05, -0.37], [1.43, 1.71, -1.87], [4.86, 1.01, -2.72], [5.60, -1.22, -3.43], [4.04, -3.14, -3.35], [1.72, -2.79, -2.50], [1.17, 3.87, -2.12], [0.70, 4.89, -0.77], [0.20, 3.21, -0.82], [-2.71, 2.21, -0.54]],
  "multiplicity": 1,
  "gap_ha": 0.26103,
  "energy_ev": -122158.0569,
  "e_above_lowest_kcal_mol": 0.0,
  "charge": -1
}



(2)
{
  "formula": "C18H18F3N3O4",
  "method": "ωB97M-V with the def2-TZVPD basis set",
  "species": ["O", "C", "C", "N", "C", "O", "C", "C", "F", "F", "F", "N", "C", "C", "C", "C", "C", "C", "N", "C", "C", "C", "C", "C", "O", "C", "C", "O", "H", "H", "H", "H", "H", "H", "H", "H", "H", "H", "H", "H", "H", "H", "H", "H", "H", "H"],
  "xyz": [[-1.47, -0.08, 3.12], [-1.53, -0.05, 1.90], [-2.28, 1.09, 1.21], [-1.48, 1.89, 0.30], [-1.89, 1.93, -1.03], [-2.86, 1.31, -1.42], [-1.03, 2.75, -1.88], [-1.39, 2.80, -3.35], [-1.38, 1.59, -3.91], [-2.62, 3.31, -3.54], [-0.54, 3.56, -4.05], [0.00, 3.40, -1.49], [0.35, 3.36, -0.18], [1.47, 4.10, 0.24], [1.84, 4.09, 1.56], [1.10, 3.35, 2.48], [0.00, 2.62, 2.10], [-0.40, 2.60, 0.75], [-0.95, -0.98, 1.13], [-0.98, -1.02, -0.32], [-0.73, -2.44, -0.82], [0.66, -2.94, -0.42], [1.06, -2.35, 0.95], [-0.17, -2.02, 1.78], [1.60, -2.61, -1.41], [2.60, -3.60, -1.40], [1.90, -4.84, -0.79], [0.63, -4.36, -0.37], [-2.69, 1.73, 2.00], [-3.12, 0.69, 0.62], [2.00, 4.66, -0.51], [2.70, 4.66, 1.88], [1.39, 3.36, 3.52], [-0.54, 2.06, 2.84], [-1.96, -0.69, -0.69], [-0.21, -0.36, -0.74], [-0.79, -2.45, -1.91], [-1.47, -3.13, -0.42], [1.64, -1.44, 0.78], [1.68, -3.06, 1.49], [-0.78, -2.92, 1.91], [0.10, -1.65, 2.77], [2.93, -3.76, -2.42], [3.45, -3.29, -0.78], [2.45, -5.24, 0.07], [1.73, -5.63, -1.52]],
  "multiplicity": 1,
  "gap_ha": 0.30547,
  "energy_ev": -39771.9877,
  "e_above_lowest_kcal_mol": 0.0,
  "smiles": "O=C(Cn1c(=O)c(C(F)(F)F)nc2ccccc21)N1CCC2(CC1)OCCO2"
}



(3)
{
  "formula": "C8H10N2O3",
  "method": "ωB97M-V with the def2-TZVPD basis set",
  "species": ["C", "C", "C", "C", "C", "C", "C", "C", "N", "N", "O", "O", "O", "H", "H", "H", "H", "H", "H", "H", "H", "H", "H"],
  "xyz": [[-2.27, 1.00, -0.66], [-0.96, 0.49, -2.44], [-1.29, 0.61, 0.28], [0.13, 0.08, -1.63], [-0.15, 0.19, -0.31], [-1.55, 0.68, 1.75], [1.39, -0.44, -2.21], [1.91, -0.31, 1.45], [-2.08, 0.93, -1.95], [1.29, -1.53, 1.31], [1.59, -2.28, 0.38], [0.45, -1.79, 2.20], [1.63, 0.39, 2.53], [-3.23, 1.38, -0.31], [-0.87, 0.44, -3.51], [-0.90, 1.42, 2.21], [-2.58, 0.94, 1.95], [-1.33, -0.29, 2.20], [2.24, 0.17, -1.89], [1.56, -1.45, -1.86], [1.35, -0.43, -3.30], [2.71, -0.02, 0.79], [0.97, -0.18, 3.01]],
  "multiplicity": 3,
  "gap_ha": [0.32622, 0.26327],
  "s_squared": 2.01,
  "energy_ev": -17574.2489,
  "e_above_lowest_kcal_mol": 16.6
}



(4)
{
  "formula": "C2H3NOS",
  "method": "ωB97M-V with the def2-TZVPD basis set",
  "species": ["O", "C", "N", "C", "S", "H", "H", "H"],
  "xyz": [[-2.48, -0.29, -0.17], [-1.36, -0.53, 0.15], [-0.64, 0.71, 0.19], [0.74, 0.79, -0.12], [1.82, -0.39, -0.02], [-0.83, -1.44, 0.25], [-1.29, 1.52, -0.11], [0.99, 1.87, 0.05]],
  "multiplicity": 1,
  "gap_ha": 0.32063,
  "energy_ev": -16494.3228,
  "e_above_lowest_kcal_mol": 20.2,
  "smiles": "O=CNC=S"
}



(5)
{
  "formula": "C2H2ClP",
  "method": "ωB97M-V with the def2-TZVPD basis set",
  "species": ["C", "C", "P", "Cl", "H", "H"],
  "xyz": [[0.74, 0.47, -1.19], [-0.18, -0.07, -0.45], [-0.45, 2.66, -4.04], [0.23, 2.06, -2.32], [-1.28, -0.01, -0.31], [0.01, -0.82, 0.26]],
  "multiplicity": 1,
  "gap_ha": [0.24851, 0.24659],
  "energy_ev": -23910.7504,
  "e_above_lowest_kcal_mol": 128.6
}



(6)
{
  "formula": "C20H42NO2P",
  "method": "ωB97M-V with the def2-TZVPD basis set",
  "species": ["C", "C", "C", "N", "C", "O", "O", "H", "H", "H", "H", "H", "H", "C", "C", "C", "C", "P", "C", "C", "C", "C", "C", "C", "C", "C", "C", "C", "C", "C", "H", "H", "H", "H", "H", "H", "H", "H", "H", "H", "H", "H", "H", "H", "H", "H", "H", "H", "H", "H", "H", "H", "H", "H", "H", "H", "H", "H", "H", "H", "H", "H", "H", "H", "H", "H"],
  "xyz": [[-3.20, 2.86, 5.38], [-2.24, 1.71, 5.30], [-2.33, 0.87, 4.06], [-1.37, 1.44, 6.17], [-0.23, 2.39, 6.31], [-0.12, 3.14, 5.30], [0.48, 2.31, 7.30], [-3.02, 3.40, 6.30], [-2.98, 3.53, 4.56], [-4.22, 2.49, 5.30], [-3.17, 0.18, 4.11], [-1.39, 0.35, 4.04], [-2.44, 1.53, 3.21], [1.60, 2.14, 1.81], [0.26, 1.81, 1.16], [-0.13, 0.34, 1.34], [0.60, -0.66, 0.43], [0.02, -0.79, -1.27], [-1.78, -0.99, -1.19], [-2.40, -2.07, -0.28], [-2.30, -3.53, -0.72], [-2.72, -3.80, -2.16], [0.67, -2.31, -1.99], [2.18, -2.53, -2.21], [2.86, -1.72, -3.31], [2.12, -1.69, -4.64], [0.13, 0.68, -2.31], [1.42, 1.37, -2.79], [2.55, 1.59, -1.76], [2.71, 3.05, -1.35], [2.41, 1.53, 1.42], [1.86, 3.19, 1.64], [1.54, 1.99, 2.89], [0.27, 2.10, 0.10], [-0.51, 2.42, 1.64], [-1.21, 0.24, 1.20], [0.07, 0.07, 2.37], [0.44, -1.67, 0.84], [1.68, -0.51, 0.46], [-2.15, -1.08, -2.21], [-2.15, -0.02, -0.84], [-3.46, -1.82, -0.18], [-1.98, -1.97, 0.73], [-2.93, -4.11, -0.05], [-1.29, -3.92, -0.54], [-3.79, -3.62, -2.29], [-2.53, -4.84, -2.42], [-2.19, -3.18, -2.88], [0.11, -2.53, -2.90], [0.37, -3.07, -1.27], [2.30, -3.59, -2.44], [2.71, -2.36, -1.27], [3.86, -2.13, -3.47], [3.02, -0.70, -2.96], [2.12, -2.68, -5.11], [2.59, -0.99, -5.33], [1.08, -1.38, -4.54], [-0.51, 1.42, -1.83], [-0.43, 0.39, -3.21], [1.12, 2.34, -3.19], [1.81, 0.83, -3.65], [3.50, 1.27, -2.20], [2.41, 0.97, -0.87], [3.06, 3.65, -2.20], [3.44, 3.16, -0.55], [1.77, 3.48, -1.00]],
  "multiplicity": 1,
  "gap_ha": 0.18849,
  "energy_ev": -36292.3741
}



(7)
{
  "formula": "C4H11N2O",
  "method": "ωB97M-V with the def2-TZVPD basis set",
  "species": ["C", "N", "C", "C", "C", "N", "O", "H", "H", "H", "H", "H", "H", "H", "H", "H", "H", "H"],
  "xyz": [[0.12, 2.21, 0.08], [0.09, 0.89, 0.80], [0.38, -0.32, -0.07], [1.16, -1.38, 0.72], [-1.04, -0.83, -0.42], [-1.29, -1.12, -1.71], [-1.85, -0.86, 0.48], [-0.01, 2.08, -0.99], [-0.71, 2.80, 0.44], [1.04, 2.71, 0.36], [-0.84, 0.71, 1.21], [0.76, 0.88, 1.57], [0.90, 0.02, -0.96], [1.72, -0.94, 1.54], [0.50, -2.12, 1.16], [1.87, -1.86, 0.06], [-2.24, -1.34, -1.95], [-0.59, -1.54, -2.31]],
  "multiplicity": 1,
  "gap_ha": 0.43185,
  "energy_ev": -9348.0299,
  "e_above_lowest_kcal_mol": 19.1,
  "charge": 1,
  "smiles": "C[NH2+][C@@H](C)C(N)=O"
}